(1)
{"formula": "C20H25N2O2PtS3", "method": "wB97M-V/def2-TZVPD", "elements": ["H", "H", "H", "O", "C", "N", "C", "H", "C", "C", "C", "C", "C", "S", "H", "C", "C", "N", "C", "S", "C", "H", "C", "H", "H", "H", "H", "C", "H", "H", "H", "H", "C", "C", "C", "H", "O", "C", "H", "H", "H", "H", "H", "Pt", "H", "S", "H", "H", "C", "H", "C", "C", "H"], "xyz": [[1.55, 3.53, 1.42], [-1.45, 5.37, 1.87], [-2.84, -1.60, -4.63], [-0.99, 1.53, -0.45], [-3.51, 0.55, 0.68], [3.38, 0.00, 4.75], [-2.81, -0.71, 1.18], [-4.39, 2.33, 2.41], [-0.17, 4.28, -1.50], [-1.63, 2.30, 0.45], [-2.98, 3.94, 2.29], [-1.15, 3.59, 0.72], [0.18, -1.31, -3.10], [-0.32, -2.84, -2.25], [1.48, 2.58, -0.06], [-1.83, 4.38, 1.65], [2.98, -0.11, 3.68], [5.77, -1.00, 1.49], [-3.47, 2.69, 1.96], [0.72, -0.05, 2.15], [4.65, -0.79, 1.42], [-2.87, 0.47, -1.38], [0.04, 4.22, 0.01], [-0.23, 3.27, -1.92], [-3.49, 4.56, 3.02], [-0.42, -1.83, -5.11], [-4.48, 0.60, 1.19], [-2.83, 1.86, 1.04], [-4.34, -0.47, -1.04], [-1.84, -0.86, 0.72], [-2.66, -2.93, -2.20], [-2.67, -0.68, 2.26], [-2.12, -1.50, -3.81], [2.45, -0.24, 2.34], [-0.72, -1.14, -4.31], [-2.49, -0.72, -3.15], [-0.50, -2.49, -0.80], [3.23, -0.55, 1.29], [-0.67, -0.13, -4.71], [2.19, 4.20, -0.09], [0.01, -0.52, -2.37], [-2.03, -3.68, -3.69], [-4.41, 1.29, -1.16], [0.45, 0.15, -0.04], [1.25, -1.36, -3.32], [2.52, -0.71, -0.29], [-1.09, 4.81, -1.76], [-3.41, -1.59, 0.94], [1.39, 3.59, 0.34], [0.67, 4.80, -1.98], [-1.96, -2.81, -3.04], [-3.80, 0.45, -0.82], [0.07, 5.25, 0.38]], "total_charge": -1, "homo_ha": -0.158, "gap_ev": 6.35, "spin_multiplicity": 1, "relative_energy_kj_mol": 42.4}

---

(2)
{"formula": "C20H25N3O2", "method": "wB97M-V/def2-TZVPD", "elements": ["C", "C", "C", "C", "C", "H", "C", "H", "C", "C", "H", "O", "C", "N", "C", "H", "H", "H", "H", "O", "H", "C", "H", "C", "C", "C", "H", "C", "H", "H", "C", "H", "N", "H", "H", "H", "H", "C", "H", "C", "H", "H", "C", "C", "H", "H", "N", "H", "H", "H"], "xyz": [[-1.57, -1.56, 2.04], [0.06, 0.02, 1.23], [-4.38, -2.61, -2.80], [0.12, 2.23, -0.91], [3.32, 1.65, 0.29], [5.02, 2.97, 0.55], [1.27, 0.32, 0.37], [-2.56, -3.89, -0.26], [-2.13, -1.77, -2.86], [-2.23, -0.54, 2.72], [3.80, 1.37, 4.01], [4.52, 2.20, 2.33], [-0.59, 1.02, 1.93], [-0.10, -0.11, -1.61], [4.11, 2.69, 1.08], [-2.22, 1.54, 3.21], [-3.12, -0.76, 3.29], [0.08, -2.08, 0.80], [-4.85, -3.94, -1.19], [0.69, 0.28, -3.71], [3.97, 0.78, 0.08], [-0.43, -1.28, 1.31], [-1.26, -0.87, -4.49], [-4.09, -3.34, -1.66], [2.61, 0.71, 2.32], [-3.41, -1.83, -3.39], [-0.85, 2.14, -0.42], [0.79, 0.86, -1.00], [1.64, 0.92, -1.68], [3.48, 3.59, 1.22], [3.41, 1.77, 3.08], [2.75, 2.63, 3.29], [-1.16, -0.98, -3.49], [-3.64, -1.26, -4.29], [3.02, 2.10, -0.66], [3.26, -0.17, 2.16], [-0.82, -2.54, -1.35], [-2.81, -3.30, -1.13], [1.80, -0.63, 0.17], [-0.13, -0.23, -2.97], [-5.37, -2.64, -3.22], [-0.03, 2.62, -1.91], [-1.83, -2.53, -1.73], [-1.72, 0.75, 2.67], [-0.18, 2.02, 1.92], [0.74, 2.91, -0.34], [2.15, 1.26, 1.06], [-0.94, -0.34, -1.10], [1.76, 0.41, 2.93], [-1.95, -2.57, 2.09]], "total_charge": 0, "homo_ha": -0.316, "gap_ev": 9.32, "spin_multiplicity": 1, "relative_energy_kj_mol": 94.7}

---

(3)
{"formula": "C20H25N3O3", "method": "wB97M-V/def2-TZVPD", "elements": ["H", "N", "H", "H", "H", "H", "C", "H", "C", "C", "C", "C", "O", "C", "H", "H", "H", "H", "C", "H", "C", "H", "C", "H", "C", "H", "C", "O", "C", "H", "N", "C", "C", "H", "H", "C", "C", "H", "O", "H", "H", "C", "H", "H", "N", "C", "H", "C", "H", "C", "H"], "xyz": [[6.43, -1.59, 1.68], [2.07, 0.27, -1.08], [-3.46, -1.43, 2.99], [2.64, -1.67, -1.52], [-5.96, -0.93, -2.22], [-4.26, -3.31, -0.76], [6.23, -0.97, 0.81], [5.05, -2.69, 0.11], [-4.19, -2.41, -0.15], [0.80, -0.15, -0.99], [5.24, -1.65, -0.16], [-1.62, 0.68, -1.09], [-4.63, 1.17, -0.59], [-3.73, -1.36, 1.94], [-4.05, 0.78, 3.34], [7.18, -0.77, 0.31], [2.90, 1.23, 1.34], [-3.87, 2.80, -1.46], [-3.81, -2.50, 1.17], [3.96, 2.48, 0.64], [-4.34, -0.03, 0.06], [-2.01, -0.13, -1.68], [3.12, -0.72, -1.31], [3.72, -0.40, -2.16], [-3.97, 1.10, 2.30], [5.09, 0.24, 2.22], [-4.01, -0.11, 1.41], [-1.38, 2.49, 0.14], [5.55, 0.34, 1.21], [-3.04, 1.65, 2.19], [4.54, 0.53, 0.19], [-4.88, -1.07, -2.16], [2.60, 1.58, -0.77], [1.78, 2.28, -0.59], [3.36, -1.13, 0.79], [3.99, -0.79, -0.06], [-2.26, 1.75, -0.54], [3.20, 1.91, -1.62], [0.47, -1.30, -1.20], [-4.80, 1.76, 2.08], [-3.58, -3.47, 1.61], [3.50, 1.50, 0.46], [-4.41, -0.22, -2.64], [5.63, -1.63, -1.18], [-0.15, 1.93, 0.05], [-0.27, 0.85, -0.68], [6.23, 1.19, 1.23], [-4.46, -1.18, -0.73], [-4.62, -1.98, -2.70], [-3.68, 2.21, -0.55], [-3.83, 2.87, 0.31]], "total_charge": 0, "homo_ha": -0.319, "gap_ev": 9.49, "spin_multiplicity": 1, "relative_energy_kj_mol": 344.9}

---

(4)
{"formula": "C20H25N3O4S", "method": "wB97M-V/def2-TZVPD", "elements": ["C", "H", "H", "H", "H", "H", "C", "N", "H", "H", "H", "H", "H", "H", "H", "C", "C", "H", "H", "C", "O", "O", "H", "O", "S", "C", "C", "C", "C", "H", "H", "C", "C", "H", "H", "C", "C", "H", "N", "C", "H", "H", "N", "O", "C", "H", "C", "C", "C", "C", "H", "C", "H"], "xyz": [[-2.83, 4.20, -0.45], [3.43, 3.00, -5.00], [3.08, 0.22, -0.56], [0.39, 1.65, -0.26], [3.87, 0.99, -6.38], [-3.89, 3.95, -0.31], [3.26, 0.92, -5.49], [1.48, -0.76, 0.35], [-3.04, -0.67, -0.03], [1.54, -1.35, -3.70], [2.88, -1.17, -5.70], [-3.31, 1.69, -0.67], [-1.22, -1.87, 4.53], [1.83, 2.29, -1.07], [2.46, 0.96, 0.95], [0.16, -0.50, -1.69], [0.98, -1.47, -0.81], [-2.49, 3.78, -1.40], [-0.69, 2.81, 2.53], [-2.53, 0.11, 0.52], [-1.61, -2.70, 0.69], [-2.80, -2.29, 2.81], [0.31, -2.28, -0.52], [-2.05, 3.75, 0.63], [-1.69, -2.02, 1.95], [-2.68, 1.44, 0.16], [-1.07, 0.71, 2.33], [1.70, 0.74, -3.16], [1.94, -0.38, -3.96], [-0.73, -0.20, -1.12], [0.17, -2.96, 4.72], [-1.20, 2.04, 1.97], [-1.73, -0.26, 1.58], [2.05, 2.85, -3.01], [-0.45, 0.44, 3.16], [-2.00, 2.42, 0.89], [1.46, -1.15, 1.64], [0.45, -1.25, 4.35], [-0.31, -2.42, 2.78], [2.17, 0.47, 0.01], [1.65, -3.03, 2.63], [0.68, -3.16, 1.15], [0.87, 0.70, -2.04], [1.87, -0.43, 2.53], [2.71, -0.29, -5.11], [-2.72, 5.28, -0.46], [1.28, 1.38, -0.83], [0.90, -2.53, 2.00], [2.25, 1.96, -3.57], [-0.21, -2.10, 4.18], [1.82, -1.87, -1.38], [3.02, 2.04, -4.71], [-0.18, -1.02, -2.58]], "total_charge": 0, "homo_ha": -0.286, "gap_ev": 8.39, "spin_multiplicity": 1, "relative_energy_kj_mol": 321.1}